One molecule with the formula C5H10O2 at a distorted geometry, computed with ωB97M-V/def2-TZVPD.

Structure (XYZ):
```
17
Properties=species:S:1:pos:R:3:forces:R:3:nbo_charge:R:1
C 2.3805 0.4144 -0.0422 0.3 0.1 0.1 -0.24
O 1.0568 0.3336 -0.5310 -0.1 0.0 0.1 -0.54
C 0.3471 -0.6441 0.1515 0.3 -0.4 0.2 0.09
C -0.2845 -0.3150 1.4829 0.4 -0.1 0.4 -0.44
C -1.1090 -0.5100 0.2624 0.3 -1.6 0.4 -0.26
C -1.9629 0.4834 -0.4843 -1.3 -2.0 0.1 -0.11
O -1.6174 0.9119 -1.7827 0.3 -0.2 0.0 -0.72
H 2.9051 -0.5448 -0.1643 -0.1 0.2 0.0 0.17
H 2.3843 0.6808 1.0235 0.0 0.0 -0.2 0.17
H 2.8971 1.1848 -0.6159 -0.1 -0.1 0.1 0.19
H 0.6597 -1.6659 -0.0426 0.5 0.1 0.1 0.18
H -0.4227 -1.1072 2.2061 0.4 0.2 0.2 0.22
H -0.1567 0.6908 1.8709 0.0 -0.1 -0.1 0.23
H -1.5602 -1.6070 0.2755 1.0 2.2 0.1 0.18
H -2.5181 -0.4823 -0.4703 -2.6 2.0 -2.0 0.21
H -2.5648 1.2489 0.0288 0.8 -0.3 0.3 0.18
H -0.6582 0.9380 -1.8951 -0.1 0.0 0.3 0.49
```
Forces are in eV/Å.

## Properties
ΔE to the lowest compared entry with this formula, charge and spin = 100.6 kcal per mole
highest occupied orbital energy = -0.33227 Eh
spin multiplicity = 1
frontier orbital gap = 9.98 eV
SMILES = CO[C@H]1C[C@H]1CO
energy = -346.86505 Eh
charge = 0